1.
91
Properties=species:S:1:pos:R:3 method="wB97M-V/def2-TZVPD" total_charge=0 smiles="O=C1C=CC(=O)C(CCO)=C1.COCCNCCOC.COCCNCCOC.COCCNCCOC"
O 7.701 -2.760 1.020
C 7.065 -2.703 -0.009
C 7.707 -2.854 -1.342
C 7.179 -2.219 -2.385
C 5.983 -1.361 -2.167
O 5.795 -0.348 -2.802
C 5.062 -1.793 -1.072
C 3.605 -1.442 -1.196
C 2.650 -2.591 -0.890
O 2.246 -3.179 -2.131
C 5.613 -2.424 -0.031
H 8.603 -3.456 -1.397
H 7.608 -2.263 -3.378
H 3.367 -0.564 -0.593
H 3.420 -1.148 -2.230
H 1.774 -2.224 -0.350
H 3.119 -3.350 -0.262
H 2.144 -4.124 -1.983
H 5.004 -2.723 0.814
C -4.560 -1.460 -0.339
O -4.808 -2.853 -0.417
C -4.808 -3.382 -1.735
C -3.607 -4.273 -1.964
N -2.378 -3.494 -1.997
C -1.147 -4.275 -2.002
C -0.845 -5.152 -0.793
O -0.558 -4.430 0.389
C -1.682 -4.051 1.162
H -4.756 -1.158 0.689
H -3.523 -1.212 -0.586
H -5.216 -0.896 -1.004
H -4.833 -2.576 -2.474
H -5.717 -3.979 -1.851
H -3.723 -4.786 -2.924
H -3.612 -5.038 -1.175
H -2.365 -2.866 -1.204
H -0.317 -3.573 -2.109
H -1.144 -4.909 -2.895
H 0.065 -5.717 -1.020
H -1.633 -5.891 -0.605
H -2.485 -4.789 1.092
H -2.074 -3.073 0.869
H -1.357 -3.986 2.201
C 5.131 0.484 1.979
O 4.308 -0.121 2.957
C 4.782 0.001 4.292
C 3.868 0.886 5.110
N 3.936 2.270 4.665
C 2.942 3.156 5.259
C 1.469 2.871 4.988
O 1.077 3.069 3.644
C 1.272 1.967 2.780
H 4.740 0.186 1.009
H 5.115 1.578 2.038
H 6.165 0.136 2.059
H 5.806 0.387 4.302
H 4.791 -0.999 4.734
H 4.175 0.838 6.159
H 2.856 0.464 5.040
H 3.839 2.299 3.658
H 3.152 4.168 4.905
H 3.094 3.162 6.344
H 0.886 3.584 5.577
H 1.174 1.868 5.321
H 1.145 1.016 3.306
H 2.259 1.981 2.309
H 0.523 2.033 1.991
C -6.322 5.343 -3.871
O -4.917 5.394 -3.733
C -4.458 6.075 -2.572
C -3.803 5.121 -1.600
N -4.778 4.215 -1.010
C -4.209 3.141 -0.204
C -3.301 2.127 -0.890
O -3.961 1.290 -1.820
C -4.099 1.812 -3.128
H -6.534 4.941 -4.860
H -6.790 4.694 -3.122
H -6.766 6.340 -3.795
H -5.282 6.610 -2.090
H -3.717 6.812 -2.893
H -3.334 5.702 -0.800
H -3.004 4.596 -2.142
H -5.342 3.810 -1.747
H -5.041 2.590 0.241
H -3.651 3.593 0.622
H -2.915 1.462 -0.112
H -2.431 2.600 -1.362
H -3.259 2.460 -3.393
H -5.032 2.368 -3.253
H -4.117 0.966 -3.816

2.
96
Properties=species:S:1:pos:R:3 method="wB97M-V/def2-TZVPD" total_charge=-1
C -3.386 -2.319 -1.609
C -3.290 -0.812 -1.431
O -3.150 -0.147 -2.671
C -1.809 0.163 -3.039
C -1.725 1.679 -3.141
C -2.020 2.340 -1.757
O -2.669 3.395 -1.823
O -1.590 1.744 -0.755
N -0.461 2.157 -3.805
S 0.132 3.667 -3.248
C 0.492 1.214 -4.145
Br 0.420 0.746 -6.045
C 1.424 0.607 -3.415
C 2.443 -0.392 -3.845
Br 1.503 1.001 -1.568
H -2.539 -2.724 -2.164
H -4.303 -2.573 -2.143
H -3.431 -2.815 -0.638
H -2.520 -0.518 -0.718
H -4.238 -0.466 -1.008
H -1.642 -0.304 -4.016
H -1.100 -0.220 -2.305
H -2.550 1.980 -3.786
H 1.291 3.382 -2.626
H 2.224 -1.377 -3.432
H 3.416 -0.092 -3.451
H 2.530 -0.459 -4.924
C 2.702 1.409 2.167
O 3.599 0.602 2.911
C 3.738 -0.726 2.453
C 5.177 -1.116 2.176
O 5.825 -0.418 1.130
C 6.130 0.957 1.278
C 7.170 1.309 2.321
O 6.749 1.062 3.650
C 7.626 0.296 4.440
H 1.698 1.372 2.600
H 3.062 2.439 2.203
H 2.655 1.100 1.121
H 3.134 -0.901 1.557
H 3.368 -1.398 3.240
H 5.152 -2.157 1.839
H 5.771 -1.106 3.094
H 5.225 1.553 1.405
H 6.560 1.243 0.314
H 7.370 2.384 2.227
H 8.102 0.774 2.105
H 8.205 -0.413 3.839
H 7.028 -0.272 5.154
H 8.316 0.938 4.998
C -5.366 -9.046 1.031
O -6.312 -8.144 0.503
C -6.272 -6.833 1.037
C -6.135 -5.746 -0.011
O -4.936 -5.735 -0.760
C -4.655 -6.778 -1.673
C -5.580 -6.901 -2.866
O -6.896 -7.298 -2.526
C -7.930 -6.487 -3.038
H -5.783 -9.597 1.881
H -5.110 -9.761 0.248
H -4.450 -8.539 1.347
H -5.464 -6.734 1.770
H -7.220 -6.655 1.560
H -6.125 -4.799 0.535
H -7.012 -5.712 -0.660
H -4.541 -7.736 -1.160
H -3.672 -6.522 -2.077
H -5.158 -7.671 -3.525
H -5.589 -5.956 -3.418
H -7.613 -5.447 -3.159
H -8.759 -6.510 -2.329
H -8.286 -6.867 -4.002
C 2.999 8.164 3.468
O 2.633 7.840 2.148
C 3.585 7.097 1.412
C 3.040 5.812 0.819
O 2.623 4.823 1.737
C 1.458 5.031 2.521
C 0.146 5.089 1.767
O 0.019 6.228 0.938
C -0.325 5.937 -0.408
H 3.492 9.141 3.510
H 2.088 8.211 4.067
H 3.659 7.409 3.907
H 4.463 6.869 2.027
H 3.919 7.720 0.572
H 3.877 5.355 0.280
H 2.270 6.017 0.073
H 1.576 5.890 3.185
H 1.405 4.145 3.161
H -0.656 5.130 2.517
H 0.011 4.169 1.190
H 0.073 4.971 -0.723
H 0.106 6.712 -1.047
H -1.408 5.928 -0.545

3.
101
Properties=species:S:1:pos:R:3 method="wB97M-V/def2-TZVPD" de_lowest_kcal_mol=0.00 total_charge=0 smiles="CCOC(=O)OC.CCOC(=O)OC.CCOC(=O)OC.CN(C)C=O.CN(C)C=O.BrCCBr.BrCCBr.BrCCBr.BrCCBr"
C 1.811 -3.245 -1.656
C 3.106 -3.426 -2.410
O 3.423 -4.818 -2.331
C 4.290 -5.288 -3.204
O 4.957 -4.729 -4.059
O 4.463 -6.573 -2.896
C 5.237 -7.463 -3.683
H 1.872 -3.635 -0.643
H 1.031 -3.829 -2.149
H 1.446 -2.220 -1.650
H 3.870 -2.725 -2.069
H 3.001 -3.277 -3.488
H 4.962 -8.441 -3.291
H 6.289 -7.353 -3.416
H 5.018 -7.322 -4.738
C 3.089 -1.627 2.384
C 2.955 -3.075 2.896
O 2.269 -3.034 4.130
C 2.821 -2.645 5.253
O 2.230 -2.269 6.234
O 4.194 -2.758 5.166
C 4.872 -2.905 6.381
H 3.908 -1.131 2.910
H 2.129 -1.134 2.511
H 3.508 -1.627 1.376
H 3.943 -3.535 2.873
H 2.387 -3.678 2.191
H 4.680 -2.045 7.025
H 5.967 -2.923 6.403
H 4.755 -3.844 6.929
C 1.217 0.384 -5.232
C 0.015 -0.381 -5.712
O -0.874 -0.607 -4.662
C -2.103 -1.021 -4.920
O -2.575 -1.197 -6.013
O -2.741 -1.187 -3.744
C -4.082 -1.545 -3.828
H 1.949 0.562 -6.017
H 1.799 -0.232 -4.537
H 0.873 1.216 -4.619
H 0.142 -1.313 -6.269
H -0.357 0.241 -6.536
H -4.283 -2.532 -4.258
H -4.696 -0.864 -4.411
H -4.453 -1.736 -2.817
C -0.250 -0.500 0.511
O -0.304 -1.636 0.060
N -1.051 0.488 0.047
C -0.930 1.810 0.622
C -1.953 0.297 -1.063
H 0.502 -0.194 1.253
H -0.490 2.452 -0.148
H -0.234 1.851 1.461
H -1.838 2.250 1.039
H -1.545 0.488 -2.054
H -2.579 -0.599 -1.081
H -2.713 1.076 -0.906
C -2.526 5.353 0.559
O -3.683 5.156 0.971
N -1.901 6.500 0.797
C -0.489 6.648 0.356
C -2.507 7.694 1.364
H -1.842 4.579 0.187
H 0.001 5.706 0.135
H 0.131 7.236 1.034
H -0.540 7.348 -0.484
H -2.895 8.320 0.556
H -3.371 7.562 2.012
H -1.758 8.271 1.904
Br -3.105 -2.076 4.073
C -2.137 -0.525 4.728
C -0.675 -0.774 4.239
Br 0.414 0.852 4.540
H -2.324 -0.525 5.798
H -2.766 0.223 4.254
H -0.781 -1.006 3.185
H -0.207 -1.536 4.855
Br -5.126 3.038 -5.793
C -4.748 2.346 -4.008
C -4.995 3.421 -2.992
Br -4.403 2.870 -1.174
H -3.732 1.958 -3.977
H -5.407 1.496 -3.853
H -6.020 3.750 -2.858
H -4.330 4.262 -3.167
Br 1.290 4.504 2.523
C 2.737 5.460 3.441
C 2.995 4.855 4.811
Br 4.568 5.761 5.612
H 2.481 6.518 3.486
H 3.661 5.504 2.863
H 3.076 3.770 4.761
H 2.043 4.965 5.335
Br -3.846 -4.918 -1.087
C -2.727 -3.464 -0.298
C -3.487 -2.610 0.695
Br -4.985 -1.643 -0.211
H -2.303 -2.936 -1.146
H -1.944 -3.946 0.286
H -2.893 -1.764 1.030
H -3.876 -3.198 1.519

Number 1: LUMO energy -1.07 eV. Number 2: LUMO energy 2.26 eV. Number 3: LUMO energy 0.13 eV.